{"formula": "C18H26N3O8P2Tm", "method": "the ωB97M-V functional and the def2-TZVPD basis", "elements": ["Tm", "P", "C", "C", "N", "C", "C", "C", "C", "C", "P", "H", "H", "H", "H", "H", "H", "H", "H", "O", "H", "H", "O", "H", "C", "H", "H", "H", "C", "H", "H", "H", "C", "H", "H", "H", "C", "H", "H", "H", "O", "C", "O", "C", "C", "C", "C", "C", "C", "N", "O", "O", "N", "O", "O", "H", "H", "H"], "positions_angstrom": [[0.16769, 1.06396, -0.07886], [2.32112, -0.53289, 0.52262], [2.29132, -0.59489, -1.34970], [1.06854, -1.18940, -1.99989], [-0.12180, -0.65958, -1.63678], [-1.27456, -1.08819, -2.14509], [-1.27658, -2.11461, -3.09102], [-0.05737, -2.64953, -3.51097], [1.12302, -2.17869, -2.96629], [-2.59031, -0.48730, -1.68800], [-2.46192, 1.21442, -0.95593], [2.11547, -2.56046, -3.26055], [-2.24650, -2.42714, -3.47771], [-0.05857, -3.42122, -4.26765], [-3.24908, -0.46163, -2.56919], [-3.02955, -1.15392, -0.92342], [2.26282, 0.62998, -1.62008], [3.20936, -1.04385, -1.72481], [0.65501, 3.01099, -0.88872], [1.48139, 1.98858, -1.54518], [1.26538, 2.17529, -2.50994], [-0.09554, 2.70093, 1.04987], [0.19331, 3.50052, -0.20214], [-0.61947, 3.78177, -0.62991], [-3.01242, 2.23757, -2.35952], [-4.06453, 2.03101, -2.60130], [-2.91144, 3.29413, -2.07421], [-2.38857, 2.04541, -3.24261], [-3.92886, 1.21042, 0.11442], [-3.71892, 1.86904, 0.96540], [-4.80871, 1.58893, -0.42199], [-4.13682, 0.20319, 0.49593], [2.13397, -2.26561, 1.00885], [3.03739, -2.83170, 0.74054], [1.99728, -2.25730, 2.10399], [1.24874, -2.70425, 0.53064], [4.08150, -0.21324, 0.80993], [4.16456, 0.01603, 1.88214], [4.68223, -1.10139, 0.56706], [4.42774, 0.65295, 0.22731], [0.14161, 2.16014, 1.98735], [-0.44475, 1.03034, 2.49514], [-0.88343, 0.15232, 1.68454], [-0.40157, 0.78444, 3.94861], [0.21398, -0.37239, 4.44896], [0.36633, -0.56674, 5.83673], [-0.22166, 0.32410, 6.73975], [-0.90919, 1.43463, 6.24074], [-0.93802, 1.69783, 4.85066], [-1.67306, 2.28486, 7.13069], [-1.68005, 2.02825, 8.34780], [-2.30080, 3.22946, 6.62337], [1.22636, -1.64249, 6.27668], [1.78974, -2.32125, 5.39095], [1.38761, -1.84280, 7.49567], [0.66377, -1.09809, 3.75449], [-0.16179, 0.14466, 7.82174], [-1.39802, 2.62003, 4.47247]], "mulliken_spin": [2.027, -0.004, 0.000, -0.002, -0.008, -0.001, 0.000, 0.000, 0.000, 0.000, -0.003, 0.000, 0.000, 0.000, 0.000, 0.000, 0.000, 0.000, -0.001, -0.001, 0.000, -0.002, -0.001, 0.000, 0.000, 0.000, 0.000, 0.000, 0.000, 0.000, 0.000, 0.000, 0.000, 0.000, 0.000, 0.000, -0.001, 0.000, 0.000, 0.000, -0.002, -0.001, -0.003, 0.001, 0.000, 0.000, 0.000, 0.000, 0.000, 0.000, 0.000, 0.000, 0.000, 0.000, 0.000, 0.000, 0.000, 0.000], "largest_force_ev_per_a": 3.744, "total_energy_ev": -88026.90892, "s2": 2.002, "charge": 2, "gap_ev": [8.37, 8.38], "e_above_lowest_kcal_mol": 0.0, "multiplicity": 3}